ORCA calculation (ωB97M-V/def2-TZVPD) on the ion C4H13N2O with charge +1 at a distorted geometry.

Structure (ORCA input):
```
! RIJCOSX wB97M-V def2-TZVPD def2/J DEFGRID3
* xyz 1 1
C 0.05398 0.04512 -2.61699
N -0.00031 0.94950 -1.40621
C 0.90746 0.53688 -0.32782
C 0.02169 0.29919 0.99280
N -1.41647 0.43670 0.65633
C 0.56003 -1.03568 1.55896
O -0.33061 -1.46049 2.59958
H -0.01982 -1.00059 -2.34486
H 0.78885 0.26647 -3.38151
H -0.90618 0.24062 -3.09309
H 0.21305 1.83174 -1.86057
H 1.71086 1.19538 0.02793
H 1.42403 -0.36526 -0.65628
H 0.25702 1.03155 1.78144
H -1.83577 -0.49477 0.73716
H -1.48644 0.77641 -0.32700
H -1.89608 1.01971 1.33640
H 1.51777 -0.89816 2.05721
H 0.41504 -1.79595 0.78571
H 0.02189 -1.57838 3.48080
*
```

Calculated values
HOMO-LUMO gap in eV: 10.9
Total energy in eV: -9379.067
E_LUMO in eV: -3.09
Energy above the lowest of the compared OMol25 structures with the same formula, charge and spin in kJ/mol: 242.8
Strongest force on any atom in eV Å⁻¹: 3.07
Structure (SMILES): CNC[C@@H]([NH3+])CO
HOMO level in eV: -14.04